Entry 1:
Molecular formula: C23H41FN12O24S3
Method: DFT, wB97M-V/def2-TZVPD

Geometry as XYZ:
```
104
C23H41FN12O24S3 wB97M-V/def2-TZVPD
H 6.45 -1.01 -1.45
C 5.64 -0.64 -0.84
N -1.46 -2.00 -7.27
H -1.63 3.78 1.46
H -3.89 2.92 4.71
H 0.51 -2.64 -7.50
F 3.40 -2.00 -3.59
O -3.55 0.25 3.40
C 1.73 -3.87 0.38
C -5.08 -1.10 -1.06
C -9.57 3.18 4.97
H -1.54 2.76 6.02
O -2.70 2.06 2.58
C -0.02 -1.70 -7.45
O 5.33 1.06 0.68
C 3.02 -6.89 -2.92
O -1.78 -2.63 -6.28
N 1.80 -7.30 -2.19
C -4.53 -2.07 -2.00
H -9.95 2.59 4.15
H 5.85 -0.78 -5.68
N -3.49 1.46 3.28
H 6.08 -2.42 -5.00
H -5.09 1.61 4.64
C -4.13 -0.45 -0.15
H -5.25 -2.56 -2.70
H -9.23 2.55 5.79
O -0.89 6.32 0.04
H -7.35 5.98 3.99
O -2.23 -1.60 -8.13
O 7.29 0.87 -0.22
O 10.52 -0.71 3.36
H -4.42 0.34 0.60
C 6.54 -1.45 -5.17
S 1.74 -2.06 -3.34
H 2.37 2.56 -1.22
H 9.94 1.13 1.93
C 0.12 -0.92 -1.20
C -4.46 2.27 4.06
N 6.88 -0.88 -3.84
H 2.92 0.64 -2.84
O 1.53 -2.24 2.00
H 0.11 -1.14 -8.37
O -3.60 1.31 6.63
H -1.29 1.06 5.48
H 0.41 2.24 0.47
H -6.94 6.69 2.40
H 3.87 -7.01 -2.25
O -5.31 4.97 2.04
C -1.35 1.73 6.34
H 1.04 -3.21 -0.14
N -2.51 1.30 7.17
O 1.54 -6.69 -1.17
H -2.58 3.84 -0.06
O 1.16 -8.22 -2.64
H 5.32 -1.40 -0.12
C 2.07 0.50 -2.12
C 1.25 -0.78 -2.14
C 0.70 1.45 -0.26
N -0.92 5.11 0.00
H 4.81 -0.31 -1.46
N 10.27 -0.93 2.19
N 2.05 -3.30 1.71
N 6.13 0.53 -0.06
H 7.47 -1.55 -5.73
H -0.45 1.67 6.94
H -2.36 -2.96 -4.51
O -5.01 4.88 4.18
N -8.40 3.97 4.49
N -0.72 -2.09 -1.20
N -5.54 5.32 3.18
H 8.92 0.05 0.93
H 3.13 -7.52 -3.80
C -2.14 -1.76 -1.16
H -5.05 2.84 3.35
H 1.27 -4.84 0.54
H -10.32 3.89 5.32
H -0.58 -2.57 -2.10
C 1.80 1.60 -1.23
S -1.49 0.03 0.88
C -2.72 -0.78 -0.21
H 10.65 0.28 0.53
C -0.09 0.23 -0.27
O 1.16 -1.69 -4.62
H -2.70 5.18 1.12
O -2.28 0.97 8.31
O 7.64 -1.52 -3.15
O -0.09 4.39 -0.54
H 2.66 -3.96 -0.18
O 1.47 -3.43 -2.94
H -6.07 7.23 3.87
C 9.92 0.22 1.33
C -6.56 6.39 3.37
O 10.30 -2.03 1.66
C -3.09 -2.41 -2.06
H 0.30 -1.11 -6.60
O -8.07 3.83 3.33
O 6.36 0.18 -3.55
O 2.82 -3.93 2.41
C -2.05 4.42 0.69
S -2.63 -3.64 -3.33
O -7.85 4.70 5.31
H -6.15 -0.82 -0.97
H 2.90 -5.85 -3.21
```

---

Entry 2:
Molecular formula: C5H10O2
Method: DFT, wB97M-V/def2-TZVPD

Output
Relative energy (zero: lowest compared OMol25 entry of this formula, charge and spin) in kJ/mol: 479.7

Geometry as XYZ:
```
17
C5H10O2 wB97M-V/def2-TZVPD
H -1.73 -1.55 -0.40
C -1.44 0.45 0.35
C 0.33 -0.87 -0.73
H -0.38 2.22 -0.48
O 1.65 0.86 0.15
H -1.94 0.55 1.32
O 0.20 0.23 -1.54
C 1.56 -0.56 0.19
H -2.14 0.69 -0.45
H 1.45 -0.89 1.23
H 1.39 0.95 -0.84
C -0.95 -1.00 0.13
C -0.32 1.45 0.27
H 0.07 1.79 1.22
H -0.76 -1.53 1.07
H 0.50 -1.80 -1.29
H 2.49 -0.98 -0.21
```

---

Entry 3:
Molecular formula: C18H53AsF6O8
Method: DFT, wB97M-V/def2-TZVPD

Output
Relative energy (zero: lowest compared OMol25 entry of this formula, charge and spin) in kJ/mol: 474.2

Geometry as XYZ:
```
86
C18H53AsF6O8 wB97M-V/def2-TZVPD
H 12.74 -4.13 11.31
C 2.11 -10.94 14.47
C 2.82 -9.92 5.35
H 7.75 -0.72 10.82
H 11.21 -5.69 7.70
H 2.90 -8.42 15.55
H 1.66 -3.16 8.35
C 8.63 -10.70 17.25
H 0.45 -5.06 11.64
H 11.24 -9.53 18.44
H 0.95 -6.50 11.17
H 3.17 -4.90 10.70
O 1.15 -11.14 16.55
C 8.24 -0.73 9.85
C 0.52 -5.61 10.70
H -0.42 -5.89 10.21
C 1.51 -4.84 9.75
H 3.19 -9.57 16.72
H 8.98 -5.44 17.33
C 11.64 -5.92 6.72
C 3.73 -11.01 5.85
F 6.95 -7.24 13.49
H 9.92 -5.20 16.06
H 1.99 -10.35 4.79
H 0.62 -9.68 15.12
O 2.55 -4.20 10.48
H 9.79 -7.61 7.02
H 0.29 -10.90 16.91
H 7.91 -1.43 7.75
H 0.29 -4.27 8.04
H 1.80 -8.62 16.95
H 10.43 -11.50 17.92
H 13.36 -7.99 7.38
F 6.29 -9.17 11.87
H 3.09 -11.35 14.68
C 1.48 -10.13 15.62
H 8.19 -11.50 16.66
F 7.81 -8.12 10.11
O 11.63 -3.96 13.64
H 2.12 -5.45 9.08
O 4.32 -11.48 4.62
C 11.57 -7.41 6.37
C 0.92 -3.82 8.80
H 12.63 -5.49 6.79
O 9.52 -5.84 16.65
H 0.29 -3.17 9.41
O 10.44 -9.39 17.91
H 9.43 0.40 8.88
H 10.52 -10.77 16.30
As 7.39 -7.71 11.82
H 3.30 -9.18 4.71
O 8.87 0.51 9.65
C 7.38 -0.97 8.58
H 10.10 -6.54 16.97
F 6.06 -6.73 11.20
H 8.27 -10.84 18.26
H 4.60 -10.12 7.73
H 11.83 -8.29 8.43
C 4.88 -10.50 6.75
C 10.11 -10.66 17.31
H 11.08 -3.96 12.86
H 2.39 -9.40 6.21
C 12.85 -3.30 13.27
H 5.26 -11.46 4.79
H 11.28 -5.27 5.92
H 5.45 -9.71 6.27
H 8.87 -1.62 9.98
H 6.93 -0.01 8.32
C 13.52 -3.98 12.05
H 14.40 -3.53 11.59
H 6.55 -1.65 8.77
H 13.83 -5.00 12.24
H 1.50 -11.84 14.40
H 13.52 -3.19 14.12
H 3.13 -11.80 6.30
H 2.12 -10.44 13.50
C 12.31 -8.28 7.45
F 8.84 -8.58 12.50
H 8.22 -9.77 16.84
H 11.99 -7.48 5.36
H 12.38 -9.31 7.11
H 5.47 -11.34 7.11
C 2.35 -9.13 16.17
H 12.58 -2.28 12.99
O 10.28 -7.88 6.24
F 8.42 -6.16 11.75
```

---

Entry 4:
Molecular formula: C6H8AuO6
Method: DFT, wB97M-V/def2-TZVPD

Output
Spin multiplicity: 4
Relative energy (zero: lowest compared OMol25 entry of this formula, charge and spin) in kJ/mol: 69.5

Geometry as XYZ:
```
21
C6H8AuO6 wB97M-V/def2-TZVPD
C -2.43 -0.47 -1.87
O -2.08 -0.40 -0.49
C -2.82 -1.89 -2.21
H -2.97 -1.98 -3.29
H 3.14 2.18 2.43
O -1.30 1.70 -0.60
H -3.26 0.23 -2.06
H 1.85 1.18 3.17
C 1.82 1.16 0.98
H -2.04 -2.60 -1.90
O 2.15 -0.24 0.61
H 2.48 1.69 0.26
O 3.42 0.13 2.36
Au -0.05 2.07 0.73
O -0.43 0.31 1.06
H -3.76 -2.17 -1.71
C 2.53 1.27 2.31
H -1.57 -0.14 -2.48
O 3.52 -1.86 1.34
C -1.29 0.58 -0.05
C 3.09 -0.73 1.40
```

---

Entry 5:
Molecular formula: C15H19N5O3S
Method: DFT, wB97M-V/def2-TZVPD

Output
Relative energy (zero: lowest compared OMol25 entry of this formula, charge and spin) in kJ/mol: 2093.8

Geometry as XYZ:
```
43
C15H19N5O3S wB97M-V/def2-TZVPD
C 1.43 -0.13 -2.02
S 0.90 -1.45 -3.26
H 3.50 -1.49 3.91
H 4.17 0.33 6.93
C 3.16 0.79 3.97
C -1.39 -0.72 -2.15
C -4.82 0.33 -3.38
H 2.22 2.54 1.31
H 0.89 -2.17 0.45
C -4.92 -0.44 -1.26
C -3.14 1.06 -3.43
C 2.18 0.51 -0.08
H -5.14 0.84 -4.39
C -0.70 -0.42 -3.50
H -1.28 -1.32 -4.26
H -4.48 -0.85 -4.00
C 4.01 -0.17 6.04
C 2.38 0.38 1.51
N -2.61 -0.01 -2.12
C 2.84 1.96 3.27
C 3.16 -0.29 3.42
N 1.56 0.98 -2.14
C 2.86 -0.62 2.14
C -3.45 0.32 -0.96
H 3.34 -0.89 6.27
H -4.78 -1.43 -1.48
H -5.44 -0.27 -0.51
N 1.76 1.62 -0.78
H 2.68 2.84 3.78
H 5.08 -0.75 5.73
N 1.51 -2.04 -0.22
C 2.43 1.86 1.94
H 3.12 -1.68 1.57
O 3.53 0.98 5.10
O -5.45 0.23 -2.22
H -2.75 0.81 -4.25
O -1.05 -1.26 -1.30
H 1.40 -2.57 -1.29
N 1.73 -0.82 -0.66
H -3.63 1.28 -0.53
H -3.39 2.09 -3.04
H -0.50 0.49 -3.84
H -2.96 -0.44 -0.25
```

---

Entry 6:
Molecular formula: C2H6N2O
Method: DFT, wB97M-V/def2-TZVPD

Output
Relative energy (zero: lowest compared OMol25 entry of this formula, charge and spin) in kJ/mol: 577.2

Geometry as XYZ:
```
11
C2H6N2O wB97M-V/def2-TZVPD
N 1.06 0.91 0.59
O -0.71 0.12 1.91
H 1.50 0.55 -0.25
H -0.92 1.31 0.18
H 1.60 0.91 1.43
H -0.33 -0.41 -2.33
H -0.07 -1.66 0.19
C -0.50 -0.75 -0.35
H -1.58 -0.96 -0.51
C -0.34 0.48 0.67
N 0.28 -0.50 -1.54
```

---

Entry 7:
Molecular formula: C30H84O24S12
Method: DFT, wB97M-V/def2-TZVPD

Output
Relative energy (zero: lowest compared OMol25 entry of this formula, charge and spin) in kJ/mol: 0.0

Geometry as XYZ:
```
150
C30H84O24S12 wB97M-V/def2-TZVPD
H 1.40 5.88 3.81
H -1.72 0.75 0.52
S -5.08 5.17 2.49
H -5.89 7.20 1.39
H -2.99 3.10 -1.60
C 4.25 -3.90 1.43
H 4.24 -3.05 2.11
C 0.02 -1.38 -0.49
O -4.30 3.99 1.73
C -1.88 -6.27 0.64
C -2.69 3.06 3.33
H 2.89 0.61 -0.58
H 5.52 -0.02 -2.67
H 2.03 -1.44 -3.57
O -0.95 -1.74 -4.01
H 0.90 4.11 -1.04
S 3.38 -1.23 -5.35
H -1.26 -7.03 0.15
H -3.19 3.47 4.20
H -0.82 -5.36 3.68
C 6.52 0.21 -2.25
C -2.02 5.00 -1.32
H 1.11 1.27 4.86
C -0.13 -0.85 -6.37
C 2.94 2.47 -5.84
H 1.32 -7.53 3.95
S 1.74 -0.89 3.82
H -0.83 -1.71 0.09
O 4.74 -1.09 -5.70
H -3.22 -3.37 3.33
C 0.56 0.49 4.39
H 4.33 -0.35 -0.77
H -5.65 5.83 0.32
S 4.96 1.89 -0.92
S -3.47 -1.08 3.24
H -3.79 4.37 -0.63
H 0.27 -2.12 -1.27
H 0.39 -1.82 -6.40
H -0.23 -1.54 2.50
O 4.33 -2.45 -0.79
H -5.15 2.22 4.56
C 0.44 -2.01 3.23
H 1.95 2.53 -6.29
H 1.74 4.66 -2.61
S 1.60 4.43 1.84
H 1.53 -5.78 4.29
O 2.51 -0.39 2.57
C -1.87 0.62 -5.09
C -4.73 0.19 5.20
O -3.91 -4.20 -0.25
H -2.25 -3.11 -3.17
O -0.06 4.02 -4.38
O -1.12 5.12 -2.53
S -0.29 0.18 -1.36
O -2.37 -1.11 4.15
C 2.95 -4.83 -0.99
O 2.59 -2.24 -6.00
H -3.68 0.27 5.53
H 3.24 -0.35 -3.10
C 1.78 4.86 3.63
H 3.16 3.38 -5.25
H -2.25 6.04 -1.20
H 3.93 -5.21 -1.39
C 7.16 -1.03 -1.71
C -0.26 -6.26 3.31
S -4.01 -3.58 -1.61
H -5.15 -0.69 5.74
C -4.14 -2.78 3.19
O 5.21 2.86 0.15
H -5.52 1.84 6.26
H -1.62 -3.58 -1.56
H 4.07 1.10 -4.54
C 2.39 2.83 2.12
H -4.28 6.80 1.10
H -3.41 -1.23 -2.11
H -0.96 -7.07 3.09
C -0.70 1.02 0.20
H 0.19 0.81 3.43
H -2.14 -4.85 -2.63
H -4.93 -2.92 3.92
H -4.54 -2.86 2.18
O 6.37 1.16 -1.19
O 2.66 0.22 -5.63
H 3.61 -2.16 -3.13
C 1.10 3.95 -2.10
H -2.99 -1.74 -0.45
H 6.41 -1.54 -1.10
H 4.16 0.39 0.74
C -2.90 3.86 2.10
H -2.20 1.09 -4.14
H 0.38 -6.76 5.24
O -1.12 2.65 -2.66
O -4.28 5.69 3.59
C 3.09 -1.30 -3.58
H 3.73 2.39 -6.59
C -5.26 6.36 1.18
H -1.61 1.46 -5.76
O -6.35 4.63 2.74
O 0.30 -5.82 2.01
H 3.43 3.03 2.31
H -2.43 3.40 1.21
C -3.26 4.13 -1.55
H -1.05 -0.98 -6.89
H 0.59 -0.14 -6.75
O -3.35 -0.73 1.83
O -4.64 -0.14 3.76
S -0.67 -4.97 0.99
O 0.15 -4.85 -0.13
H 7.15 0.67 -3.02
O 1.05 0.54 -1.81
H 2.35 2.25 1.22
H 7.39 -1.68 -2.57
H -2.73 -5.87 0.08
H 2.47 -5.48 -0.27
C 3.93 0.56 -0.30
S 3.27 -3.24 -0.05
S -0.38 3.82 -3.01
S -0.47 -0.42 -4.62
H -0.24 0.08 4.99
H -3.07 2.07 3.17
H -1.60 2.99 3.50
O 4.40 2.40 -2.18
H -0.57 2.09 0.16
C -3.76 -1.78 -1.24
H 2.35 -4.60 -1.85
H 8.07 -0.76 -1.17
H 2.86 4.77 3.82
H -3.79 4.49 -2.42
H -0.11 -2.38 4.08
H 0.89 -1.22 0.16
H 1.95 2.23 2.90
H -2.67 0.06 -5.43
C 0.80 -6.60 4.26
O 0.12 4.29 1.63
H 3.70 -4.74 1.87
H 0.93 -2.85 2.82
O -1.22 -3.81 1.69
C -2.36 -3.82 -2.34
H -1.34 4.82 -0.48
C 3.07 1.31 -4.91
H -2.48 4.87 2.22
C -5.57 1.45 5.23
H 2.40 1.37 -4.02
H -2.28 -6.45 1.65
H 0.00 0.52 0.88
H 1.28 4.08 4.16
H 5.20 -4.26 1.00
H -6.57 1.18 4.96
H 1.59 3.02 -2.31
H -4.72 -1.53 -0.88
```

---

| no. | energy (eV) |
| --- | --- |
| 1 | -126726.4127 |
| 2 | -9438.0717 |
| 3 | -113045.6864 |
| 4 | -22319.0790 |
| 5 | -40271.2944 |
| 6 | -7193.8053 |
| 7 | -211627.3932 |